# 1
40
Properties=species:S:1:pos:R:3:forces:R:3:mulliken_charge:R:1 method="wB97M-V/def2-TZVPD" orbital_gap_ev=6.13 total_charge=0 relative_energy_kcal_mol=0.0 fmax_ha_per_bohr=0.08398 homo_energy_ev=-6.71
F 1.322100 -0.839755 1.911272 -0.242 0.279 0.271 -0.3059
S 0.214711 0.345990 1.912079 -0.502 -1.405 -0.119 1.0483
C -1.194063 -0.615101 1.763756 1.634 -0.485 0.028 -1.0958
C -2.504327 -0.149408 1.272876 1.868 0.950 1.295 -0.3397
O 0.410861 0.952681 3.207830 0.076 -0.031 -0.723 -0.6414
O 0.558618 1.063401 0.711164 -0.396 0.559 0.340 -0.6415
H -1.190744 -1.285356 2.618337 -0.136 0.065 -0.048 0.2838
H -3.130520 -0.500474 2.131173 -0.539 0.578 -1.147 0.2436
H -2.449078 0.943343 1.204171 -0.651 0.010 0.093 0.4577
C -1.651630 1.083583 -1.525895 0.259 -1.362 0.549 -0.6831
C -2.734303 2.075057 -1.258603 -0.522 0.536 -0.486 0.6645
C -3.993021 1.646746 -0.810823 0.305 0.663 0.094 0.3113
N -4.158553 0.265247 -0.582046 0.844 -2.421 1.161 0.4315
C -3.148805 -0.579231 -0.019117 -4.178 -1.044 -0.326 -0.0212
N -3.638526 -1.860742 -0.184335 -0.547 1.395 0.335 0.3143
C -2.969800 -3.107067 0.170060 -0.448 -0.082 0.107 -0.9055
C -4.962608 -1.803581 -0.612538 0.088 0.180 -0.163 -0.8045
C -5.254573 -0.516684 -0.886034 -0.084 0.332 -0.408 -0.2533
C -5.034822 2.540090 -0.533680 0.830 0.640 -0.097 1.1470
C -6.296655 2.112429 0.141103 -0.317 0.196 0.044 -1.9271
C -4.792226 3.899196 -0.771574 -0.146 -0.491 0.180 -0.8737
C -3.561984 4.378439 -1.227966 -0.178 -0.605 0.286 0.6718
C -3.333443 5.852151 -1.357872 -0.045 -0.019 -0.122 -1.4867
C -2.551939 3.448948 -1.467413 0.028 -0.252 0.023 -0.9174
H -0.700068 1.397594 -1.058672 -0.428 -0.335 -0.375 0.2994
H -1.979225 0.102167 -1.005255 1.524 1.532 -1.164 -0.1185
H -1.527535 0.788400 -2.585895 -0.026 0.561 0.374 0.3307
H -2.059521 -2.849616 0.676890 0.657 0.031 0.044 0.3787
H -3.596008 -3.674744 0.869242 0.027 0.109 -0.242 0.3487
H -2.799914 -3.697317 -0.742631 0.096 0.242 0.395 0.2951
H -5.681536 -2.614588 -0.589161 0.654 -0.185 -0.311 0.4061
H -6.171141 -0.116934 -1.314615 0.500 -0.090 0.196 0.4443
H -6.779800 2.985297 0.595642 0.117 -0.264 -0.012 0.4169
H -7.015749 1.689021 -0.566110 0.006 -0.053 0.173 0.3557
H -6.063500 1.379936 0.919655 -0.271 0.048 -0.072 0.3797
H -5.595445 4.584299 -0.504837 0.202 0.069 -0.138 0.3766
H -2.380209 6.055285 -1.835632 0.060 0.076 -0.100 0.3619
H -4.135848 6.296695 -1.946784 0.065 0.135 -0.010 0.3736
H -3.323390 6.334378 -0.380073 -0.039 -0.011 0.031 0.3157
H -1.573442 3.793204 -1.797327 -0.146 -0.051 0.044 0.3584


# 2
16
Properties=species:S:1:pos:R:3:forces:R:3:mulliken_charge:R:1 method="wB97M-V/def2-TZVPD" orbital_gap_ev="5.58 / 9.60" total_charge=+1 relative_energy_kcal_mol=153.9 fmax_ha_per_bohr=0.07518 homo_energy_ev="-12.39 / -13.61"
C 1.468283 -0.242944 -0.845488 -0.337 0.066 0.038 0.4562
C -0.881664 -0.167726 2.092664 1.332 -1.989 1.227 -0.8151
C -2.024802 0.614442 0.150564 -1.313 -2.986 -0.549 -0.7624
N 1.463789 -1.214280 -1.715977 1.641 3.174 -1.476 -0.3210
N -0.861279 0.318222 0.801532 2.532 1.024 -0.074 -0.1268
N 2.063128 0.897539 -1.167978 1.274 -0.902 -0.106 -0.3799
H -1.826926 -0.620305 2.439269 0.266 0.130 -0.133 0.3871
H -0.009275 -0.886240 2.163863 -1.178 0.104 0.046 0.2780
H -0.507622 0.531383 2.836609 -0.329 0.807 0.053 0.3173
H -1.734618 1.101798 -0.782965 -1.129 0.459 0.216 0.2688
H -2.358909 -0.498050 -0.107404 -0.039 1.748 -0.188 0.3177
H -2.845674 0.903814 0.852994 0.440 0.604 -0.913 0.3688
H 0.956714 -2.053698 -1.638256 -0.584 -1.006 -0.172 0.2602
H 1.948826 -0.815670 -2.613800 -1.398 -2.353 1.395 0.2111
H 2.616287 0.719106 -2.073317 -0.512 1.396 1.785 0.2191
H 2.533743 1.412608 -0.392311 -0.666 -0.276 -1.149 0.3210


# 3
80
Properties=species:S:1:pos:R:3:forces:R:3:lowdin_spin:R:1 method="wB97M-V/def2-TZVPD" spin_multiplicity=4 orbital_gap_ev="7.82 / 6.77" total_charge=+1 s2=3.774 relative_energy_kcal_mol=21.8 fmax_ha_per_bohr=0.02931 homo_energy_ev="-10.42 / -10.77"
Re 0.247484 0.356656 -0.098143 -0.231 0.188 0.754 2.3399
C 0.121021 4.890238 1.321126 -0.570 0.030 0.120 0.0011
O -1.232014 4.634619 0.897889 0.323 -0.166 -0.058 0.0009
C -1.895867 3.564339 1.432332 0.263 0.638 -0.111 0.0047
C -3.201088 3.783404 1.826273 -0.335 0.212 0.160 0.0004
C -3.967378 2.786748 2.436178 -0.117 0.213 -0.054 0.0056
C -3.393483 1.561666 2.676385 0.102 -0.227 0.067 -0.0004
C -2.094687 1.300784 2.210942 -0.099 -0.332 0.200 0.0121
C -1.438454 0.046646 2.534716 -0.018 0.308 0.400 0.0188
N -0.464052 -0.424995 1.859011 0.038 -0.484 -0.076 0.0288
N 0.266417 -1.460142 2.485633 -0.778 0.692 -0.510 0.0112
C 1.435924 -1.479407 1.961740 1.332 0.095 -0.699 0.0047
O 1.836508 -0.673433 0.969359 -0.685 -0.437 0.993 0.0788
C 2.432056 -2.474670 2.458940 -0.021 0.216 -0.159 0.0010
C 3.765759 -2.324835 2.091326 0.225 -0.055 -0.002 -0.0007
C 4.724412 -3.227417 2.539772 -0.026 0.000 -0.007 0.0002
C 4.346944 -4.291111 3.352148 -0.058 0.037 -0.044 -0.0009
C 3.011102 -4.448618 3.716233 0.002 0.012 -0.003 0.0003
C 2.055720 -3.543141 3.275204 0.018 0.059 -0.015 -0.0006
C -1.350129 2.279206 1.532397 0.839 -0.360 -0.392 0.0189
O -0.129881 1.994594 1.016954 -0.233 0.018 0.272 0.1619
H 0.382921 5.863738 0.921771 -0.079 0.082 -0.059 0.0001
H 0.179999 4.925983 2.407650 -0.045 -0.007 0.121 0.0000
H 0.813511 4.146842 0.959394 0.138 -0.296 -0.167 0.0002
H -3.603611 4.784611 1.669938 0.085 -0.263 0.044 -0.0001
H -4.989864 2.992601 2.746744 0.260 -0.019 -0.068 0.0003
H -3.936150 0.782910 3.209820 0.107 0.136 -0.091 0.0001
H -1.692047 -0.468872 3.456451 -0.069 0.009 0.103 0.0020
H 4.052920 -1.485459 1.464816 -0.028 -0.122 0.096 -0.0001
H 5.766846 -3.098651 2.258513 -0.186 -0.020 0.051 0.0000
H 5.092782 -4.998572 3.700804 -0.096 0.084 -0.031 -0.0001
H 2.715312 -5.279121 4.351939 0.046 0.139 -0.110 0.0001
H 1.016120 -3.647289 3.560497 0.049 -0.016 0.007 0.0000
N -2.490795 -0.419654 -0.091128 -0.070 0.025 -0.391 0.0842
C -2.961245 -0.863361 -1.350329 0.114 -0.076 0.534 0.0045
C -3.604169 -2.085948 -1.499406 -0.022 -0.228 0.045 0.0039
C -3.993558 -2.520260 -2.761290 0.036 0.027 0.073 0.0011
C -3.738546 -1.724339 -3.871678 0.019 0.080 0.050 0.0034
C -3.106144 -0.497760 -3.701394 0.042 0.164 -0.092 0.0013
C -2.708421 -0.048138 -2.440102 0.249 0.445 -0.302 0.0054
C -2.051212 1.292169 -2.260198 0.206 0.113 -0.250 0.0276
C -2.678243 2.367301 -2.914675 0.037 -0.122 0.019 -0.0033
C -2.132084 3.640032 -2.942050 -0.035 0.050 -0.015 0.0286
C -0.916046 3.866030 -2.309868 -0.112 0.096 -0.149 -0.0027
C -0.313030 2.831689 -1.622859 -0.323 -0.136 -0.065 0.0343
C -0.850899 1.531691 -1.534974 -0.151 -0.176 -0.149 0.0097
H -2.803247 -0.983662 0.681480 -0.152 -0.188 0.096 0.0014
H -2.723292 0.554638 0.089045 -0.030 -0.166 -0.071 0.0010
H -3.814303 -2.693003 -0.618549 0.020 0.099 -0.163 0.0002
H -4.506658 -3.469762 -2.870928 0.068 0.086 0.010 0.0000
H -4.038784 -2.050198 -4.861252 0.042 0.036 0.091 0.0002
H -2.892888 0.123677 -4.569525 -0.064 -0.087 0.151 -0.0002
H -3.632133 2.186400 -3.400773 0.093 0.011 -0.004 -0.0008
H -2.654629 4.450191 -3.446631 0.107 -0.180 0.076 0.0018
H -0.451844 4.848351 -2.332853 -0.100 -0.111 0.032 -0.0008
H 0.607725 3.059774 -1.099639 -0.049 0.030 0.101 0.0033
C 0.014902 -3.330517 -0.381342 -0.163 -0.027 -0.006 0.0024
P 0.522026 -1.829636 -1.243782 -0.235 -0.169 -0.352 0.0275
C -0.102562 -2.051231 -2.930366 0.055 0.036 -0.081 0.0014
C 2.297412 -2.051911 -1.530746 0.148 0.047 0.025 0.0060
C 2.835971 -0.808376 -2.229450 -0.113 -0.132 0.111 0.0040
P 2.200769 0.761157 -1.532017 0.078 0.166 0.107 0.0474
C 2.199081 1.833158 -2.985519 -0.075 0.162 -0.075 0.0094
C 3.538691 1.399968 -0.494497 0.001 0.072 0.107 0.0077
H -1.061287 -3.312056 -0.207568 0.006 -0.007 -0.011 -0.0001
H 0.526339 -3.423557 0.573582 0.016 -0.021 0.013 0.0000
H 0.260210 -4.180733 -1.018326 -0.018 -0.077 0.046 -0.0002
H 0.370885 -2.942944 -3.352966 -0.051 0.108 -0.021 -0.0003
H 0.132163 -1.176661 -3.544506 -0.044 -0.114 0.067 -0.0001
H -1.176646 -2.184605 -2.933278 -0.213 -0.018 -0.010 0.0003
H 2.442920 -2.938889 -2.144651 0.051 -0.081 -0.067 0.0001
H 2.778828 -2.212616 -0.574295 0.115 -0.014 0.145 0.0000
H 2.541552 -0.810236 -3.276666 0.000 -0.005 -0.149 0.0002
H 3.919921 -0.768842 -2.192502 0.212 -0.005 -0.072 -0.0001
H 3.129690 1.657560 -3.527392 0.008 0.033 -0.033 0.0004
H 2.137381 2.883493 -2.696971 0.041 -0.138 -0.075 0.0002
H 1.343250 1.602334 -3.622710 0.075 0.014 0.035 -0.0002
H 4.459223 1.462343 -1.077638 -0.014 0.030 0.034 0.0005
H 3.671038 0.736873 0.361147 0.006 0.056 -0.067 -0.0002
H 3.271633 2.394209 -0.126619 0.036 -0.073 -0.032 0.0003


# 4
10
Properties=species:S:1:pos:R:3:forces:R:3:mulliken_charge:R:1 method="wB97M-V/def2-TZVPD" orbital_gap_ev=10.45 total_charge=0 relative_energy_kcal_mol=18.5 smiles=C[C@@H](S)C#N fmax_ha_per_bohr=0.10427 homo_energy_ev=-9.87
C 0.345031 -1.329784 1.066283 -4.739 -2.092 -1.384 -1.0818
C -0.171685 0.037174 0.621640 0.839 -0.798 -1.950 0.1151
C -1.255112 -0.269775 -0.351859 -2.853 -0.037 -3.435 0.0800
H 1.277846 -1.507750 1.465027 1.934 0.328 1.050 0.3567
H 0.223535 -1.922514 0.128156 0.981 0.245 0.442 0.3410
H -0.500262 -1.914040 1.612747 1.482 1.289 -0.074 0.2834
H -0.520480 0.744242 1.320013 -0.475 0.423 1.157 0.3436
H 1.444116 1.615980 0.813768 0.519 0.616 0.607 0.1441
N -2.040964 -0.484501 -1.224170 3.192 0.763 3.781 -0.4180
S 1.178287 0.984369 -0.299182 -0.882 -0.736 -0.195 -0.1642